70
Properties=species:S:1:pos:R:3:forces:R:3 method="wB97M-V/def2-TZVPD" relative_energy_kcal_mol=153.9 homo_energy_ev=-6.429 total_energy_ev=-90082.5091 gap_ev=5.4554 max_force_ha_per_bohr=0.0700
Na -9.9879 3.6023 -17.7342 -0.5 0.5 0.6
F -11.7881 5.7414 -15.4272 0.5 -0.6 -0.7
C -6.6584 -4.2072 -18.2757 1.2 -1.0 -0.1
O -6.8211 -2.8952 -17.8420 -2.2 2.3 0.5
P -8.2903 -2.4351 -17.2647 -0.5 2.3 -1.2
O -8.3674 -0.9464 -16.9531 0.4 -3.4 -1.0
O -8.5466 -3.4125 -16.0507 -0.7 0.3 -1.1
C -7.7428 -3.2431 -14.9162 0.7 -0.5 1.7
O -9.4174 -3.0202 -18.3402 1.3 0.2 2.7
C -9.6381 -2.3470 -19.5616 1.4 0.3 -0.6
H -7.5906 -4.7717 -18.2563 0.3 -0.2 0.1
H -5.8464 -4.5819 -17.6525 -0.4 -0.8 0.3
H -6.1904 -4.2410 -19.2595 -0.5 0.3 -0.4
H -8.2637 -3.7232 -14.0877 0.0 -0.1 -0.1
H -7.5491 -2.2233 -14.5837 -0.2 0.2 -0.6
H -6.7852 -3.7480 -15.0435 0.1 0.0 -0.1
H -10.6346 -1.9143 -19.6500 0.1 -0.3 0.1
H -9.3768 -3.0631 -20.3407 -0.6 0.0 -0.2
H -8.8739 -1.5761 -19.6609 -0.3 0.5 -0.1
C -12.9965 5.2995 -23.0386 0.6 0.2 -0.2
O -14.0839 4.3675 -23.2591 0.0 0.1 1.1
P -14.2043 3.0532 -22.3419 -0.4 -1.0 1.2
O -13.4323 3.0133 -21.0612 -1.1 0.4 -1.9
O -15.8118 2.7230 -22.2172 2.1 1.2 0.1
C -16.5823 3.1293 -21.0782 -1.1 -0.1 0.3
O -13.7834 1.8856 -23.3437 0.0 0.0 -0.2
C -14.3500 1.8562 -24.6514 -1.3 0.0 -0.9
H -12.3004 4.9896 -22.2592 -0.3 -0.4 0.0
H -13.3194 6.3069 -22.7760 -0.6 -0.3 0.0
H -12.4346 5.3850 -23.9686 -0.1 -0.2 -0.1
H -16.1515 3.7194 -20.2693 1.0 -0.2 -0.4
H -16.9794 2.2189 -20.6292 0.0 0.0 0.0
H -17.4266 3.7360 -21.4055 0.0 -0.1 -0.4
H -15.3768 2.2216 -24.6649 0.1 0.6 0.3
H -14.5531 0.8648 -25.0564 0.9 -0.5 0.6
H -13.7899 2.4021 -25.4105 0.3 0.1 0.4
C -4.1679 4.1538 -22.7680 -0.3 2.1 0.7
O -4.5444 2.8173 -22.8591 -1.6 -2.3 -1.4
P -6.0668 2.3878 -23.2944 0.0 0.2 -0.3
O -7.1099 2.9672 -22.4128 1.0 -0.9 -1.1
O -6.1599 2.8318 -24.8904 0.9 -0.4 2.6
C -7.2321 2.2692 -25.6082 -0.8 0.2 -1.2
O -6.1002 0.7446 -23.3709 -0.2 2.2 0.1
C -5.1729 0.0721 -24.2259 1.0 -0.5 1.0
H -3.3208 4.4863 -23.3680 0.1 -0.9 -0.3
H -3.9343 4.3747 -21.7265 0.1 -0.1 0.0
H -4.9796 4.8272 -23.0433 -0.2 0.0 0.0
H -7.7204 3.0660 -26.1692 0.0 0.1 0.1
H -8.0140 1.8081 -25.0047 0.3 -0.2 0.2
H -6.8337 1.5838 -26.3563 -0.1 -0.3 0.2
H -5.4984 -0.1510 -25.2419 -0.3 0.7 0.0
H -4.9810 -0.8946 -23.7603 -0.2 0.0 0.1
H -4.2313 0.6140 -24.1382 0.1 -0.1 -0.7
C -1.8840 5.5934 -13.9570 2.3 0.1 -0.1
O -3.1377 5.3624 -14.5238 -1.2 -0.7 -0.6
P -3.3704 5.0736 -16.0863 0.1 0.6 -1.3
O -4.7868 5.0021 -16.5351 1.7 -0.1 1.0
O -2.4891 6.2468 -16.7813 -0.6 -1.0 -0.1
C -2.7620 7.6308 -16.5307 0.4 -0.1 0.4
O -2.4348 3.8191 -16.4780 -0.1 1.6 0.6
C -2.9016 2.6176 -17.0412 -1.5 -0.8 0.4
H -1.3743 4.7490 -13.4930 -1.0 -0.6 0.4
H -1.8730 6.4106 -13.2357 -0.5 0.0 -0.2
H -1.1167 5.7823 -14.7078 -0.2 0.7 -0.4
H -2.8839 8.2070 -17.4479 -0.2 -0.5 -0.2
H -1.8544 8.0113 -16.0621 -0.2 0.2 0.3
H -3.6345 7.7441 -15.8874 0.1 0.2 0.0
H -2.7949 2.5617 -18.1245 0.6 0.1 0.1
H -3.9721 2.5072 -16.8683 -0.2 0.2 0.0
H -2.4703 1.7938 -16.4724 0.5 0.0 -0.5

***

51
Properties=species:S:1:pos:R:3:forces:R:3 method="wB97M-V/def2-TZVPD" homo_energy_ev=-4.803 total_energy_ev=-44679.0198 charge=-1 gap_ev=7.1052 max_force_ha_per_bohr=0.0268
Na 1.0613 0.5633 -0.9292 0.5 0.3 -0.4
C 0.6190 5.0404 -0.9458 0.0 0.0 0.0
C 0.2472 5.3799 0.3533 0.0 0.1 0.0
C 0.2898 4.4211 1.3333 0.0 0.1 0.1
C 0.7174 3.1132 1.0345 0.2 -0.2 0.1
N 1.0966 2.7974 -0.2160 -0.2 0.2 0.0
C 1.0245 3.7437 -1.1652 0.1 -0.2 0.1
N 0.6815 2.2324 2.1125 -0.1 0.3 -0.4
C 1.0787 0.9981 2.0894 0.3 -0.2 0.0
N 1.6921 0.2668 1.1176 -0.1 -0.2 0.6
C 1.8181 -1.0177 1.5647 0.1 0.3 0.2
N 2.2643 -2.0864 0.9876 0.0 -0.1 -0.5
C 2.6259 -2.1954 -0.3520 0.0 0.2 0.3
C 3.0594 -3.4787 -0.7377 0.0 -0.1 0.1
C 3.4277 -3.7274 -2.0348 0.0 -0.1 0.0
C 3.3602 -2.6966 -2.9698 0.0 0.0 0.0
C 2.9236 -1.4708 -2.5220 -0.1 0.1 0.2
N 2.5730 -1.2026 -1.2554 0.0 -0.2 -0.1
C 1.3360 -1.1055 2.9812 0.2 -0.3 -0.3
C 1.2753 -2.1584 3.8691 0.0 0.0 0.1
C 0.7268 -1.9027 5.1247 0.0 0.0 -0.1
C 0.2551 -0.6316 5.4565 0.0 0.0 -0.1
C 0.3217 0.4183 4.5417 0.0 -0.1 0.1
C 0.8730 0.1464 3.3071 -0.1 0.4 -0.1
H 0.5851 5.7488 -1.7617 0.0 0.0 0.0
H -0.0824 6.3852 0.5894 0.0 0.0 0.0
H -0.0093 4.6258 2.3522 0.0 0.0 0.0
H 1.3029 3.4276 -2.1662 0.0 0.0 0.0
H 3.0749 -4.2465 0.0236 0.0 0.0 0.0
H 3.7586 -4.7179 -2.3251 0.0 0.0 0.0
H 3.6261 -2.8388 -4.0079 0.0 0.0 0.0
H 2.8413 -0.6409 -3.2182 0.0 0.0 0.0
H 1.6362 -3.1389 3.5852 0.0 0.0 0.0
H 0.6539 -2.7017 5.8529 0.0 0.0 0.0
H -0.1732 -0.4652 6.4379 0.0 0.0 0.0
H -0.0437 1.4105 4.7742 0.0 0.0 0.0
O -1.5942 -1.5786 0.2116 0.1 0.0 0.0
C -1.7860 -0.9465 -0.8100 0.0 0.3 -0.1
N -0.8838 -0.1519 -1.4880 -1.3 -0.4 -0.4
C -1.5138 0.3956 -2.5726 0.1 -0.1 0.1
O -1.0228 1.1598 -3.3956 0.1 0.0 0.0
C -2.9542 -0.0810 -2.6203 0.2 0.2 -0.1
C -3.9829 0.1755 -3.5029 -0.1 0.0 0.0
C -5.2187 -0.4171 -3.2371 0.1 0.0 0.1
C -5.3919 -1.2359 -2.1208 0.0 0.0 0.0
C -4.3361 -1.4893 -1.2443 -0.1 0.0 -0.1
C -3.1248 -0.8938 -1.5249 0.1 -0.2 0.1
H -3.8332 0.8151 -4.3648 0.0 0.0 0.0
H -6.0582 -0.2411 -3.8999 0.0 0.0 0.0
H -6.3635 -1.6789 -1.9358 0.0 0.0 0.0
H -4.4544 -2.1272 -0.3763 0.0 0.0 0.0

***

67
Properties=species:S:1:pos:R:3:forces:R:3 method="wB97M-V/def2-TZVPD" relative_energy_kcal_mol=0.0 homo_energy_ev=-7.193 total_energy_ev=-106623.4173 charge=-1 gap_ev=9.9490 max_force_ha_per_bohr=0.0399
As 0.5742 0.1782 0.9055 0.0 0.7 1.3
F 0.8896 0.6622 2.5541 0.0 0.0 -0.1
F 0.3793 1.8725 0.5176 0.2 -0.3 -0.4
F 0.2027 -0.2033 -0.7298 0.2 -0.3 -0.3
F 0.8097 -1.4552 1.3935 -0.2 -0.4 -0.4
F -1.1088 0.0986 1.3098 -0.2 -0.2 -0.1
F 2.2595 0.3057 0.5685 0.1 0.0 -0.3
O 1.5657 2.7023 -2.4848 -0.2 0.1 -0.1
H 1.9890 1.8705 -2.7430 0.2 0.1 0.1
H 0.9015 2.4515 -1.8355 0.0 0.0 0.1
O 1.1901 1.6947 5.0079 0.1 0.0 0.4
H 0.6081 2.2812 4.5182 0.0 0.0 -0.1
H 1.3283 0.9573 4.4028 0.0 0.1 0.0
O 4.5797 -0.4856 -0.7154 0.4 -0.2 -0.1
H 3.7933 -0.7900 -0.2532 -0.1 0.1 0.1
H 4.4720 0.4693 -0.7222 -0.2 0.1 0.1
O -4.5069 0.5986 1.3703 -0.3 0.2 -0.2
H -3.6418 0.1913 1.2649 0.1 -0.1 0.1
H -4.7297 0.4001 2.2828 0.1 -0.1 0.1
C 1.3464 4.7276 2.5607 -0.9 0.0 0.6
C 0.3968 5.0848 1.4038 1.9 0.1 -0.8
C 1.2076 5.1543 0.0974 0.0 -0.5 -0.1
O -0.6584 4.1783 1.2904 -0.8 0.4 0.3
H 2.3775 5.0305 2.3974 0.0 0.0 0.0
H 1.2926 3.6535 2.7453 0.3 -0.1 -0.2
H 0.9746 5.1826 3.4857 0.2 0.0 0.0
H 0.0472 6.1104 1.5464 -0.7 -0.3 0.2
H 1.9693 5.9348 0.1561 -0.2 0.1 -0.1
H 0.5411 5.2870 -0.7572 0.1 0.4 0.0
H 1.7424 4.2236 -0.1191 0.0 -0.1 0.3
H -0.3099 3.3195 1.0123 0.0 0.2 0.1
C 1.4700 -0.3362 -4.2447 -0.2 0.7 -0.5
C 2.8446 -0.6387 -3.7253 1.3 1.2 0.4
C 3.8182 -1.0118 -4.8442 -1.0 -0.4 -0.3
O 3.3282 0.6222 -3.1449 -0.4 -0.2 -0.5
H 1.5797 0.5512 -4.8820 0.0 -0.1 0.0
H 0.7560 -0.0317 -3.4819 0.0 -0.3 0.1
H 1.0495 -1.1035 -4.8903 0.0 -0.3 0.3
H 2.9389 -1.3166 -2.8762 -0.6 -0.5 -0.3
H 3.2745 -1.6138 -5.5811 0.3 -0.4 0.2
H 4.6710 -1.5559 -4.4467 0.2 0.1 -0.2
H 4.0992 -0.1322 -5.4241 0.2 0.2 0.3
H 4.2704 0.5135 -2.9887 0.0 0.0 0.2
C -2.5662 -1.7132 -1.5120 -0.5 -0.7 0.1
C -1.3924 -2.6936 -1.4967 -0.8 0.4 0.1
C -1.8051 -4.1430 -1.6650 0.2 0.0 0.2
O -0.4788 -2.3323 -2.5342 0.1 -0.2 0.4
H -2.9474 -1.6303 -2.5322 0.2 0.3 -0.1
H -2.2875 -0.7565 -1.0786 0.0 0.2 -0.3
H -3.4190 -2.1082 -0.9475 0.2 0.1 0.3
H -0.8978 -2.6048 -0.5221 0.1 0.0 -0.1
H -2.2666 -4.3587 -2.6294 0.3 0.1 -0.2
H -2.5401 -4.4452 -0.9159 0.1 0.2 0.2
H -0.8953 -4.7225 -1.4972 -0.2 -0.4 -0.3
H -0.0872 -1.5185 -2.1969 0.2 0.0 -0.3
C -4.2543 -3.1229 3.1193 -0.4 -0.2 -0.2
C -2.9642 -2.4718 3.5434 0.6 0.5 0.2
C -1.7198 -3.0927 2.9358 -0.1 -0.4 -0.8
O -3.0462 -1.1117 3.1019 -0.2 -0.1 0.3
H -5.1226 -2.6705 3.6017 0.1 0.0 0.2
H -4.2471 -4.1948 3.3239 0.0 0.0 0.1
H -4.4244 -2.9710 2.0500 0.3 -0.1 0.0
H -2.8579 -2.4986 4.6373 -0.2 0.1 0.0
H -1.4018 -4.0306 3.3942 -0.2 0.0 0.1
H -0.8623 -2.4193 2.9393 -0.1 0.1 0.2
H -1.9395 -3.2875 1.8796 0.2 -0.1 0.0
H -2.1595 -0.7347 3.1002 0.0 0.1 -0.1

***

102
Properties=species:S:1:pos:R:3:forces:R:3 method="wB97M-V/def2-TZVPD" homo_energy_ev=-8.216 total_energy_ev=-61494.8361 smiles="CC(C)=CCC[C@@H](C)CCC1=C(CCC(N)=O)C(=O)OC1=O.c1ccncc1.c1ccncc1.c1ccncc1.c1ccncc1.c1ccncc1" gap_ev=8.2124 max_force_ha_per_bohr=0.0180
C 1.5054 -4.6220 2.2335 -0.4 0.0 0.3
C 0.4898 -3.5682 1.8580 0.0 -0.2 0.1
C 0.4526 -2.3757 2.7741 0.2 0.2 -0.5
C -0.3231 -3.7516 0.8179 -0.1 0.1 0.0
C -1.1547 -2.7220 0.0733 -0.1 -0.3 0.0
C -0.4302 -1.3959 -0.2759 0.1 -0.2 0.3
C -0.8445 -0.1177 0.4745 0.6 0.0 -0.7
C 0.2002 0.9836 0.2087 -0.2 -0.3 0.0
C -2.2037 0.4345 0.0224 -0.2 0.3 0.4
C -3.4749 -0.2522 0.5313 0.3 -0.6 -0.2
C -3.6266 -0.4779 2.0058 -0.3 0.5 0.0
C -4.6496 -1.0614 2.6451 0.3 -0.5 0.0
C -5.9961 -1.4926 2.1649 -0.1 0.5 -0.3
C -6.0629 -2.3386 0.8945 -0.3 -0.1 0.3
C -5.6167 -3.7694 1.1120 0.2 0.1 -0.2
N -5.6257 -4.5565 -0.0399 -0.6 0.1 0.6
O -5.2486 -4.1799 2.1828 0.3 -0.1 0.2
C -4.1502 -1.3302 4.0281 0.1 -0.1 -0.5
O -4.3651 -2.2726 4.7108 -0.5 0.2 0.6
O -3.1681 -0.3956 4.3063 0.3 -0.3 -0.1
C -2.7793 0.1248 3.0826 -0.4 0.5 0.2
O -2.0276 1.0437 3.0216 0.3 -0.1 -0.1
H 1.2034 -5.1698 3.1337 0.0 0.0 0.0
H 1.6523 -5.3255 1.4153 0.1 0.0 0.1
H 2.4522 -4.1292 2.4720 0.0 -0.1 -0.1
H -0.4892 -1.8425 2.6618 0.0 0.0 0.2
H 1.2577 -1.6600 2.5672 0.0 -0.1 0.1
H 0.5621 -2.7097 3.8075 0.0 0.0 0.0
H -0.4289 -4.7743 0.4588 0.4 0.1 -0.4
H -2.1026 -2.5634 0.5990 0.1 0.1 0.1
H -1.4234 -3.1928 -0.8747 -0.2 0.1 0.1
H 0.6296 -1.5723 -0.0647 0.0 0.1 -0.1
H -0.4986 -1.2122 -1.3538 -0.1 0.0 0.0
H -0.7570 -0.3287 1.5350 -0.5 0.1 0.0
H 0.1505 1.7319 1.0011 0.0 0.1 -0.1
H 1.2104 0.5743 0.1784 0.0 0.1 0.1
H 0.0141 1.4735 -0.7524 0.0 0.0 0.0
H -2.2190 0.3648 -1.0710 0.0 0.1 0.0
H -2.2588 1.4990 0.2692 0.1 -0.1 0.0
H -3.4609 -1.2550 0.0902 -0.2 0.1 0.0
H -4.3775 0.2252 0.1356 0.1 0.2 0.0
H -6.5196 -0.5540 1.9321 0.0 -0.1 0.0
H -6.5585 -1.9410 2.9835 0.2 -0.2 -0.1
H -7.1110 -2.3634 0.5722 0.1 0.0 -0.1
H -5.4932 -1.9027 0.0739 0.0 0.0 0.0
H -5.4469 -5.5246 0.2075 0.1 -0.1 -0.4
H -6.5271 -4.4512 -0.4932 0.3 -0.1 -0.5
C -4.9316 -1.9777 -4.6145 0.0 0.0 0.0
C -3.7007 -1.4098 -4.9026 0.0 0.0 0.0
C -2.6418 -1.6598 -4.0423 0.0 0.0 0.0
N -2.7437 -2.4162 -2.9516 0.0 0.1 0.0
C -3.9322 -2.9555 -2.6852 0.1 0.0 0.1
C -5.0518 -2.7678 -3.4824 0.0 0.0 0.0
H -5.7822 -1.8077 -5.2623 0.0 0.0 0.0
H -3.5612 -0.7855 -5.7744 0.0 0.0 0.0
H -1.6625 -1.2335 -4.2330 0.0 0.0 0.0
H -3.9911 -3.5665 -1.7904 0.0 0.0 0.0
H -5.9914 -3.2341 -3.2184 0.0 0.0 0.0
C 3.4670 5.4553 -0.0226 -0.1 0.0 0.0
C 2.5313 5.2334 0.9752 0.0 0.0 0.0
C 2.2498 3.9238 1.3375 0.0 0.0 0.0
N 2.8269 2.8636 0.7772 0.1 0.1 0.0
C 3.7231 3.0935 -0.1805 0.0 0.0 0.0
C 4.0796 4.3622 -0.6130 0.0 0.0 0.0
H 3.7209 6.4567 -0.3354 0.0 0.0 0.0
H 2.0286 6.0561 1.4657 0.0 0.0 0.0
H 1.5237 3.7096 2.1153 0.0 0.0 0.0
H 4.1770 2.2124 -0.6227 0.0 0.0 0.0
H 4.8161 4.4903 -1.3951 0.0 0.0 0.0
C 7.1607 9.1316 2.1662 0.0 0.0 0.0
C 7.0738 7.7785 2.4503 0.0 0.0 0.0
C 6.4778 6.9448 1.5164 0.0 -0.1 0.0
N 5.9802 7.3728 0.3579 0.1 0.1 0.0
C 6.0702 8.6769 0.0998 0.0 0.0 0.0
C 6.6480 9.5934 0.9645 0.0 0.0 0.0
H 7.6192 9.8149 2.8693 0.0 0.0 0.0
H 7.4583 7.3736 3.3761 0.0 0.0 0.0
H 6.3892 5.8793 1.7019 0.0 0.0 0.0
H 5.6565 9.0019 -0.8493 0.0 0.0 0.0
H 6.6936 10.6408 0.7001 0.0 0.0 0.0
C 7.6012 4.8628 -3.5362 0.0 0.0 0.0
C 7.5358 4.7434 -4.9152 0.0 0.0 0.0
C 6.7760 5.6640 -5.6219 0.0 0.0 0.0
N 6.1000 6.6572 -5.0491 0.0 0.0 0.0
C 6.1714 6.7566 -3.7237 0.0 0.0 0.0
C 6.9056 5.8934 -2.9242 0.0 0.0 0.1
H 8.1838 4.1651 -2.9482 0.0 0.0 0.0
H 8.0616 3.9546 -5.4358 0.0 0.0 0.0
H 6.7027 5.6045 -6.7024 0.0 0.0 0.0
H 5.6080 7.5708 -3.2800 0.0 0.0 0.0
H 6.9250 6.0290 -1.8503 0.0 0.0 0.0
C -2.4790 -9.1312 1.5742 0.0 0.0 0.0
C -2.3669 -9.1689 0.1933 0.0 0.0 0.0
C -3.2459 -8.4093 -0.5629 0.0 0.0 -0.1
N -4.1996 -7.6420 -0.0378 0.0 0.0 0.2
C -4.2902 -7.6171 1.2923 -0.1 0.0 0.0
C -3.4627 -8.3365 2.1388 0.1 0.0 0.0
H -1.8099 -9.7088 2.1988 0.0 0.0 0.0
H -1.6137 -9.7742 -0.2920 0.0 0.0 0.0
H -3.1865 -8.4139 -1.6457 0.0 0.0 0.0
H -5.0705 -6.9847 1.7031 0.1 0.0 0.1
H -3.5874 -8.2690 3.2104 0.0 0.0 0.0

***

18
Properties=species:S:1:pos:R:3:forces:R:3 method="wB97M-V/def2-TZVPD" relative_energy_kcal_mol=16.6 homo_energy_ev=-10.231 total_energy_ev=-27850.6300 smiles="O=C(c1ccccc1)N1OS1(=O)=O" gap_ev=10.2713 max_force_ha_per_bohr=0.0708
O 2.2007 -1.7060 0.6383 1.2 -1.3 -0.8
C 1.3596 -0.9169 0.6939 -0.5 0.9 3.4
C 0.5601 -0.1301 -0.1806 -0.2 2.9 -0.7
C -0.2371 -0.6900 -1.1271 -0.1 0.0 -1.0
C -0.9613 0.0803 -2.0002 0.3 0.2 -1.1
C -0.8304 1.4445 -1.9453 -0.6 -0.3 -0.8
C -0.0655 2.0346 -1.0030 1.0 2.8 0.4
C 0.6217 1.3008 -0.0908 1.5 -1.8 2.8
N 0.8969 -0.4769 2.2445 -0.2 1.1 -2.8
O 0.8429 -1.7052 3.0644 0.0 -1.8 0.9
S -0.5192 -1.2771 2.4034 0.2 0.7 0.9
O -0.9175 -2.0260 1.2678 -0.2 -0.6 -0.1
O -1.4821 -0.7566 3.2999 -0.1 0.0 0.2
H -0.2311 -1.7070 -1.3680 0.1 -1.6 0.4
H -1.3549 -0.4095 -2.8817 -0.6 0.1 0.2
H -1.1932 2.1358 -2.6626 -0.8 0.0 -0.9
H 0.0746 3.1364 -1.1579 -0.1 -1.1 0.9
H 1.2356 1.6690 0.8050 -0.9 0.0 -1.8

***

19
Properties=species:S:1:pos:R:3:forces:R:3 method="wB97M-V/def2-TZVPD" relative_energy_kcal_mol=125.3 homo_energy_ev="-7.598 / -7.604" total_energy_ev=-12985.0613 gap_ev="7.4254 / 7.4279" max_force_ha_per_bohr=0.0984
C -0.8666 0.8048 -0.6869 -0.1 -0.5 -1.7
C 0.1698 0.1574 -1.3656 -0.2 0.5 -0.6
C -0.7853 0.6987 0.6902 -2.3 1.7 0.9
C 1.2957 -0.1846 -0.6481 0.5 0.2 0.9
C 1.2434 -0.4672 3.3251 -1.6 3.8 3.0
C 0.4572 0.3361 2.5669 1.2 0.4 3.0
C 0.1840 -0.1599 -2.8873 -0.6 -1.0 1.3
N 0.1113 -0.0139 1.2961 0.5 -0.4 -2.2
O -1.7354 1.3870 1.4891 1.7 -2.2 0.5
O 2.1452 -1.1648 -0.8272 -0.9 -0.8 -0.8
H -1.6246 1.3618 -1.2692 0.3 -0.5 0.8
H 1.4545 -0.1715 4.4605 -0.3 -0.6 -2.8
H 1.4313 -1.4193 3.0296 1.0 -2.6 -0.9
H 0.1028 1.3080 3.0358 0.4 -1.2 -1.0
H 1.1084 0.1761 -3.4132 -1.0 -0.3 0.3
H 0.1027 -1.2883 -2.8323 0.5 0.9 -0.6
H -0.7925 0.1026 -3.3507 1.0 0.4 0.1
H -2.0295 2.2020 1.1498 -0.3 1.4 -1.1
H 1.7975 -1.8935 -1.4339 0.2 0.8 1.0